Formula: C43H40FNO17
Source: the OMol25 dataset
Level of theory: ωB97M-V/def2-TZVPD

```
102
Properties=species:S:1:pos:R:3
C -0.275 -4.504 5.803
C -0.347 -4.542 4.412
C 0.269 -3.486 3.540
O 1.648 -3.543 3.246
C 2.466 -4.080 4.272
C 2.662 -5.611 4.169
C 0.107 -2.183 4.397
O 0.888 -1.442 4.906
O -1.292 -2.010 4.399
C -1.725 -2.277 3.039
C -2.286 -0.861 2.605
C -1.690 0.319 3.389
O -2.283 0.751 4.342
F -0.493 0.893 3.086
C -3.039 -3.104 3.176
C -3.423 -3.573 4.411
C -4.621 -4.296 4.412
C -5.266 -4.452 3.207
N -4.919 -3.970 2.027
C -3.786 -3.285 2.020
C -0.535 -2.933 2.243
C -0.873 -4.255 1.455
C 0.334 -4.975 0.864
C 1.213 -4.414 -0.047
C 2.276 -5.072 -0.600
C 2.541 -6.376 -0.229
C 1.678 -6.959 0.665
C 0.582 -6.312 1.206
C -0.278 -7.151 2.143
O 0.477 -2.157 1.671
C 0.159 -1.207 0.662
C -0.835 -1.588 -0.448
H -0.889 -3.789 6.357
H 0.408 -5.199 6.302
H -0.895 -5.396 4.001
H 2.189 -3.763 5.286
H 3.465 -3.653 4.102
H 2.803 -5.934 3.137
H 1.827 -6.117 4.673
H 3.547 -5.834 4.783
H -3.351 -0.812 2.827
H -2.196 -0.647 1.533
H -2.846 -3.428 5.312
H -5.033 -4.728 5.318
H -6.183 -5.047 3.225
H -3.436 -2.856 1.082
H -1.516 -3.983 0.601
H -1.496 -4.926 2.044
H 1.077 -3.382 -0.355
H 2.919 -4.587 -1.329
H 3.386 -6.910 -0.655
H 1.869 -8.000 0.932
H -0.126 -8.209 1.910
H 0.075 -6.973 3.166
H -1.342 -6.905 2.080
H -0.199 -0.270 1.112
H 1.104 -0.925 0.177
H -0.461 -2.280 -1.206
H -1.784 -1.929 -0.019
H -1.094 -0.659 -0.978
C -4.799 3.837 -0.421
C -4.786 2.507 -0.571
C -3.603 1.686 -0.157
O -3.634 0.474 -0.295
C -2.451 2.364 0.389
C -2.449 3.697 0.541
C -3.645 4.525 0.152
O -3.607 5.726 0.324
O -1.411 4.352 1.035
O -5.816 1.838 -1.091
H -5.646 4.442 -0.712
H -1.604 1.749 0.662
H -1.661 5.296 1.036
H -5.553 0.898 -1.086
C 1.690 7.841 -2.734
C 0.708 7.763 -1.827
C 0.393 6.480 -1.119
O -0.499 6.473 -0.291
C 1.167 5.296 -1.459
C 2.147 5.373 -2.368
C 2.482 6.662 -3.057
O 3.393 6.675 -3.860
O 2.879 4.315 -2.712
O -0.042 8.814 -1.502
H 1.929 8.760 -3.250
H 0.918 4.374 -0.953
H 3.512 4.636 -3.382
H -0.673 8.494 -0.829
C 2.844 6.132 -8.696
C 3.556 6.271 -9.821
C 5.021 6.597 -9.791
O 5.618 6.692 -10.846
C 5.656 6.790 -8.495
C 4.942 6.655 -7.369
C 3.487 6.301 -7.400
O 2.908 6.176 -6.339
O 5.477 6.825 -6.161
O 3.012 6.127 -11.029
H 1.789 5.894 -8.704
H 6.707 7.042 -8.486
H 4.752 6.674 -5.518
H 3.737 6.275 -11.665
```

Output
total charge	0
molecular weight	861.781	Da

Mulliken atomic charge list, values in e, 99 entries: C -0.9016; C -0.4391; C 1.3816; O -0.2624; C -0.2926; C -0.8900; C -0.3871; O -0.5647; O -0.5540; C 2.2508; C 0.2651; C 0.3326; O -0.6008; F -0.2667; C -0.9660; C -0.7524; C -0.9188; C -0.4308; N -0.7553; C 0.1392; C 0.6771; C -0.6708; C -0.1910; C 0.0309; C -1.3338; C -0.6446; C -0.8347; C 1.1027; C -1.6947; O -0.3797; C -0.3647; C -0.9397; H 0.1898; H 0.2739; H 0.2039; H 0.2825; H 0.5405; H 0.1005; H 0.1678; H 0.4776; H 0.5936; H -0.4385; H 0.4934; H 0.4194; H 0.3993; H 0.2034; H 0.7116; H 0.8726; H 0.1469; H 0.4322; H 0.4208; H 0.3442; H 0.5275; H 0.1889; H 0.3753; H 0.4631; H 0.4142; H 0.3320; H 0.0660; H 0.5594; C -1.0153; C 0.2471; C 1.1957; O -0.6354; C -0.5769; C 0.0698; C 0.8642; O -0.5982; O -0.6012; O -0.5995; H 0.4388; H 0.6505; H 0.3222; H 0.3568; C -1.0538; C 0.3407; C 0.9269; O -0.6304; C -0.8299; C 0.3139; C 0.7848; O -0.5484; O -0.5737; O -0.5913; H 0.4588; H 0.5812; H 0.3239; H 0.3539; C -1.0310; C 0.3589; C 1.0161; O -0.6169; C -0.8262; C 0.3239; C 0.8786; O -0.4610; O -0.5666; O -0.5663; H 0.4250

=====

Formula: C21H18N3O5
Source: the OMol25 dataset
Level of theory: ωB97M-V/def2-TZVPD

```
47
Properties=species:S:1:pos:R:3
O -0.545 0.468 -1.043
C -1.902 0.499 -1.019
C -2.554 -0.753 -1.036
C -3.859 -0.804 -1.509
C -4.576 0.375 -1.750
C -5.964 0.316 -2.138
N -7.106 0.243 -2.406
C -3.959 1.615 -1.564
C -2.651 1.696 -1.094
H -1.971 -1.631 -0.742
H -4.322 -1.774 -1.672
H -4.515 2.523 -1.788
H -2.162 2.652 -0.887
C 5.961 1.343 -2.628
O 5.432 2.139 -1.554
C 4.142 1.880 -1.200
C 3.636 2.556 -0.056
C 2.358 2.265 0.418
C 1.523 1.322 -0.213
C 0.122 1.016 0.330
C 0.051 0.058 1.436
C -1.253 -0.041 2.065
O -2.103 0.855 1.967
N -1.576 -1.230 2.726
C -2.920 -1.344 3.247
C -0.912 -2.431 2.419
O -1.402 -3.530 2.635
N 0.373 -2.312 1.881
C 1.059 -3.546 1.586
C 0.986 -1.068 1.593
O 2.214 -1.040 1.439
C 2.043 0.661 -1.316
C 3.308 0.939 -1.837
H 6.996 1.647 -2.768
H 5.922 0.283 -2.352
H 5.399 1.509 -3.553
H 4.264 3.305 0.441
H 1.977 2.761 1.314
H -0.494 1.911 0.586
H -3.053 -2.364 3.584
H -3.075 -0.644 4.073
H -3.645 -1.106 2.462
H 1.883 -3.322 0.922
H 1.442 -4.030 2.483
H 0.359 -4.221 1.104
H 1.444 -0.078 -1.841
H 3.629 0.432 -2.747
```

Output
total charge	-1
molecular weight	392.391	Da

And the Mulliken charges, in e, turn out to be: O -0.3138; C 0.3085; C -0.2757; C -0.7839; C 0.6444; C 0.0451; N -0.6095; C -0.7410; C -0.3410; H 0.4242; H 0.3956; H 0.3905; H 0.4308; C -0.8117; O -0.4639; C 1.0570; C -0.8571; C -0.0155; C -0.5957; C -0.1404; C 0.1268; C -0.2883; O -0.7003; N 0.0309; C -1.0565; C 0.6205; O -0.6923; N 0.1598; C -1.1486; C 0.6545; O -0.7103; C -0.2073; C -0.6456; H 0.2309; H 0.3470; H 0.2989; H 0.3618; H 0.4088; H 0.7724; H 0.4000; H 0.2835; H 0.2928; H 0.3806; H 0.2947; H 0.3509; H 0.3923; H 0.2949

=====

Formula: C29H29MgN2O4S
Source: the OMol25 dataset
Level of theory: ωB97M-V/def2-TZVPD

```
66
Properties=species:S:1:pos:R:3
C 2.385 -0.085 1.884
C 2.870 -0.630 0.670
C 2.774 0.359 -0.319
H 3.226 -1.635 0.523
C 2.213 1.512 0.272
C 1.987 1.237 1.640
H 1.944 2.422 -0.233
C -0.602 -1.569 1.824
C 0.427 -2.307 1.201
C 0.135 -2.399 -0.175
H 1.290 -2.724 1.688
C -1.103 -1.747 -0.404
C -1.545 -1.244 0.833
H 3.021 0.237 -1.360
H 1.523 1.903 2.345
H 2.302 -0.605 2.823
H -2.417 -0.637 0.992
H 0.744 -2.888 -0.915
H -0.661 -1.296 2.864
Mg 0.541 -0.134 0.341
C -1.844 -1.617 -1.708
C -3.230 -2.250 -1.547
C -1.110 -2.318 -2.847
H -3.146 -3.232 -1.084
H -3.717 -2.371 -2.515
H -3.875 -1.640 -0.918
H -1.166 -3.399 -2.737
H -0.060 -2.039 -2.886
H -1.563 -2.060 -3.804
C -2.051 -0.130 -2.063
C -0.774 0.571 -2.379
H -2.480 0.397 -1.210
H -2.762 -0.045 -2.880
O 0.251 0.429 -1.679
N -0.685 1.368 -3.460
C 0.307 2.390 -3.720
H -1.213 1.026 -4.248
C 1.699 1.889 -4.029
C 2.843 2.507 -3.542
H 2.782 3.391 -2.921
C 4.099 2.012 -3.867
H 4.977 2.517 -3.488
C 4.225 0.891 -4.672
H 5.204 0.507 -4.924
C 3.084 0.265 -5.158
H 3.170 -0.609 -5.789
C 1.831 0.763 -4.840
H 0.946 0.272 -5.228
H 0.340 3.080 -2.877
H -0.067 2.976 -4.559
O 0.956 2.426 5.945
S 0.440 0.988 5.780
O 1.623 0.008 5.792
N 0.490 1.107 4.032
C -0.603 0.969 3.364
O -0.658 0.943 1.958
C -1.706 0.601 4.268
C -3.018 0.233 3.957
C -3.863 -0.199 4.997
C -3.395 -0.256 6.323
C -2.082 0.120 6.620
C -1.261 0.541 5.580
H -3.374 0.250 2.937
H -4.876 -0.506 4.780
H -4.042 -0.603 7.120
H -1.705 0.066 7.634
```

Output
energy relative to the best compared isomer or geometry (same formula, charge and spin)	67.1	kcal/mol
total charge	-1
molecular weight	525.933	Da

And the Mulliken charges, in e, turn out to be: C -0.6118; C -1.0953; C -0.1104; H 0.4747; C -0.6607; C -0.4996; H 0.5034; C -0.5594; C -1.0321; C -0.5046; H 0.5830; C -0.7764; C 0.2395; H 0.4683; H 0.5741; H 0.4840; H 0.0492; H 0.3772; H 0.6589; Mg 1.9401; C 2.5730; C -2.0550; C -2.3619; H 0.4386; H 0.5094; H 0.3161; H 0.4664; H 0.3110; H 0.3993; C -1.4222; C 0.2169; H 0.2532; H 0.3805; O -0.4665; N -0.0090; C -1.3301; H 0.3559; C 1.0142; C -0.3454; H 0.3011; C -0.5709; H 0.3638; C -0.4418; H 0.3760; C -0.6886; H 0.3851; C -0.2016; H 0.2671; H 0.3787; H 0.3948; O -0.6155; S 0.7437; O -0.5872; N -0.3934; C -0.0710; O -0.8947; C 0.3934; C -0.2105; C -0.6711; C -0.5397; C -0.4971; C 0.4235; H 0.4363; H 0.3864; H 0.3779; H 0.4090

=====

Formula: C58H133N5O11
Source: the OMol25 dataset
Level of theory: ωB97M-V/def2-TZVPD

```
207
Properties=species:S:1:pos:R:3
C 5.723 2.538 1.547
C 5.102 3.571 0.582
C 6.218 4.027 -0.408
C 5.578 4.816 -1.579
C 4.535 3.948 -2.242
C 3.451 3.347 -1.414
N 4.080 2.820 -0.138
O 3.067 2.500 0.800
C 2.271 4.319 -1.153
C 2.901 2.126 -2.063
C 4.640 4.750 1.393
H 5.070 2.367 2.394
H 6.754 2.749 1.799
H 5.728 1.607 0.967
H 6.919 4.698 0.146
H 6.714 3.109 -0.807
H 6.419 5.044 -2.349
H 5.266 5.794 -1.207
H 5.168 3.132 -2.576
H 4.095 4.491 -3.066
H 2.346 5.067 -1.925
H 1.351 3.772 -1.200
H 2.453 4.882 -0.250
H 2.026 1.750 -1.454
H 2.601 2.486 -3.107
H 3.676 1.331 -2.212
H 3.706 4.693 1.904
H 4.678 5.637 0.767
H 5.434 4.859 2.172
H 3.029 1.513 0.735
C -3.358 -8.605 -2.578
C -2.248 -7.557 -2.807
C -2.283 -7.228 -4.328
C -1.560 -5.850 -4.654
C -2.096 -4.753 -3.791
C -1.994 -5.063 -2.305
N -2.727 -6.339 -2.055
O -2.539 -6.624 -0.634
C -0.509 -5.108 -1.774
C -2.728 -3.984 -1.542
C -0.888 -8.112 -2.543
H -3.656 -8.894 -1.557
H -2.912 -9.550 -2.962
H -4.268 -8.443 -3.131
H -1.860 -8.002 -4.891
H -3.260 -7.083 -4.684
H -1.816 -5.645 -5.706
H -0.462 -5.935 -4.541
H -3.153 -4.625 -3.996
H -1.611 -3.822 -4.122
H -0.335 -5.907 -1.002
H 0.104 -5.276 -2.632
H -0.307 -4.183 -1.258
H -3.869 -4.002 -1.660
H -2.363 -4.017 -0.528
H -2.375 -3.039 -1.907
H -0.982 -9.220 -2.794
H -0.511 -8.057 -1.501
H -0.165 -7.604 -3.178
H -3.482 -6.520 -0.352
C -0.657 6.679 -1.710
C -1.803 5.775 -1.983
C -3.090 6.445 -2.510
C -2.949 6.955 -3.951
C -2.591 5.867 -4.901
C -1.307 5.144 -4.367
N -1.534 4.725 -3.015
O -0.421 3.959 -2.533
C -1.049 3.956 -5.260
C -0.092 6.015 -4.592
C -2.077 4.924 -0.681
H -0.764 7.153 -0.773
H -0.436 7.444 -2.493
H 0.254 6.091 -1.524
H -3.902 5.791 -2.387
H -3.210 7.243 -1.765
H -2.216 7.782 -4.042
H -3.918 7.329 -4.235
H -2.327 6.348 -5.897
H -3.386 5.175 -5.107
H -1.076 4.245 -6.330
H -0.042 3.592 -4.945
H -1.687 3.113 -5.058
H 0.231 5.853 -5.615
H -0.380 7.053 -4.457
H 0.800 5.696 -4.039
H -1.235 4.593 -0.147
H -2.613 3.996 -0.902
H -2.625 5.550 0.030
H -0.788 3.055 -2.603
C 0.131 4.974 2.215
C 0.005 4.490 3.664
C -1.382 3.879 3.877
C -1.486 3.003 5.171
C -0.457 1.889 5.156
C 0.953 2.468 4.932
N 0.935 3.345 3.700
O 2.232 3.777 3.461
C 1.486 3.177 6.174
C 1.862 1.298 4.519
C 0.380 5.700 4.520
H -0.713 5.722 2.105
H 0.009 4.093 1.556
H 1.070 5.398 1.996
H -2.208 4.584 3.884
H -1.526 3.127 3.063
H -2.483 2.608 5.180
H -1.396 3.498 6.121
H -0.611 1.159 4.336
H -0.439 1.368 6.142
H 1.782 2.462 6.933
H 2.396 3.723 5.867
H 0.806 3.889 6.640
H 1.592 0.415 5.101
H 1.749 1.125 3.491
H 2.906 1.508 4.849
H 1.437 5.967 4.289
H 0.291 5.563 5.588
H -0.163 6.614 4.264
H 2.521 3.392 2.597
C 0.416 -4.847 1.656
C 0.054 -5.991 2.662
C 0.658 -7.222 2.096
C 2.224 -7.200 2.262
C 2.561 -6.962 3.760
C 1.994 -5.712 4.355
N 0.590 -5.739 4.037
O -0.080 -4.575 4.517
C 2.163 -5.835 5.911
C 2.752 -4.417 3.947
C -1.489 -6.248 2.785
H 0.257 -3.909 2.159
H -0.319 -4.898 0.834
H 1.470 -4.826 1.269
H 0.351 -8.058 2.769
H 0.350 -7.445 1.123
H 2.607 -6.451 1.487
H 2.676 -8.146 1.941
H 3.606 -7.083 3.988
H 2.188 -7.874 4.262
H 1.301 -6.379 6.267
H 3.067 -6.408 6.122
H 2.048 -4.885 6.483
H 3.756 -4.290 4.408
H 2.939 -4.460 2.859
H 2.082 -3.584 4.108
H -1.879 -6.689 1.906
H -2.062 -5.357 3.054
H -1.648 -6.993 3.560
H -0.646 -4.961 5.203
C -1.185 -1.640 1.177
C -1.699 -0.882 -0.003
C -2.026 0.506 0.475
O -0.763 -0.839 -1.109
H -0.294 -1.152 1.650
H -0.874 -2.671 0.882
H -2.061 -1.658 1.815
H -2.628 -1.351 -0.364
H -2.557 1.004 -0.357
H -1.143 1.078 0.718
H -2.639 0.544 1.384
H -1.039 -0.099 -1.646
C 2.855 -1.844 -3.776
C 1.867 -2.544 -2.785
O 1.905 -1.996 -1.487
H 3.864 -2.108 -3.372
H 2.813 -0.730 -3.765
H 2.808 -2.197 -4.807
H 2.292 -3.560 -2.815
H 0.831 -2.552 -3.130
H 0.976 -1.837 -1.197
C 3.461 -0.958 2.830
C 3.366 -1.337 1.327
O 2.557 -0.334 0.739
H 2.510 -0.876 3.426
H 3.939 0.056 2.959
H 4.155 -1.695 3.311
H 2.873 -2.319 1.295
H 4.263 -1.430 0.814
H 2.252 -0.613 -0.149
C -5.772 1.330 -3.201
C -5.027 2.464 -2.530
O -3.706 2.550 -3.161
H -5.750 1.565 -4.293
H -6.735 1.175 -2.712
H -5.132 0.459 -3.102
H -4.883 2.234 -1.449
H -5.523 3.424 -2.640
H -3.266 3.418 -2.878
C -5.001 0.481 2.773
C -4.177 -0.055 3.912
O -3.983 -1.458 3.832
H -6.072 0.245 2.836
H -4.583 0.252 1.782
H -4.954 1.586 2.812
H -4.607 0.257 4.912
H -3.143 0.292 3.880
H -4.834 -1.889 3.990
C -1.852 0.072 -4.987
C -0.861 0.677 -4.059
O -1.345 1.159 -2.809
H -2.474 -0.723 -4.528
H -1.437 -0.440 -5.814
H -2.495 0.897 -5.321
H -0.325 1.494 -4.542
H -0.099 -0.092 -3.806
H -2.200 1.647 -2.966
```

Output
total charge	0
molecular weight	1076.726	Da

Mulliken atomic charge list, values in e, 99 entries: C -1.8102; C 1.7709; C -1.3977; C -0.7632; C -1.0695; C 2.0785; N -0.0135; O 2.2621; C -0.7930; C -1.8452; C -1.5403; H 0.1609; H 0.4757; H 0.3481; H 0.3849; H 0.3259; H 0.3156; H 0.3619; H 0.3262; H 0.4218; H 0.4915; H -0.5168; H 0.0710; H -0.2116; H 0.1427; H 0.5923; H -0.0875; H 0.2854; H 0.5305; H -0.3404; C -1.6876; C 1.5511; C -1.5222; C -0.7100; C -1.0377; C 2.3659; N -0.3559; O -0.1563; C -0.1655; C -1.9935; C -1.1085; H 0.3363; H 0.3949; H 0.3710; H 0.4447; H 0.5295; H 0.4740; H 0.2824; H 0.5486; H 0.0124; H -0.7560; H 0.5604; H -0.2948; H 0.3390; H 0.4576; H 0.0764; H 0.3820; H -0.1224; H 0.3974; H 0.3256; C -1.3676; C 1.9038; C -1.3119; C -0.6594; C -1.0843; C 1.4574; N 0.0422; O 1.3029; C -1.8214; C -1.5495; C -1.2332; H 0.5425; H 0.2684; H 0.1145; H 0.4099; H 0.4420; H 0.3153; H 0.4629; H 0.2889; H 0.3638; H 0.5892; H 0.2167; H 0.0132; H 0.5851; H 0.4385; H -0.1809; H -0.2720; H -0.1402; H 0.7024; H -0.4338; C -1.9263; C 1.9391; C -0.8012; C -1.1291; C -0.7991; C 1.7469; N 0.7611; O -0.5964; C -1.8690

=====

Number 1: frontier orbital gap 6.6 eV. Number 2: frontier orbital gap 7.2 eV. Number 3: frontier orbital gap 5.8 eV. Number 4: frontier orbital gap 8.4 eV.